a:
An isolated molecule of C2H3NS3, computed with the ωB97M-V functional and the def2-TZVPD basis.

Geometry (Å):
C: 0.2700 -0.3535 -1.7571
C: -0.8488 -0.5660 1.1584
N: 0.5493 0.8227 -1.8062
S: -0.8086 -1.4232 -0.2138
S: 0.7650 2.2596 -1.1982
S: 0.6288 -0.4789 2.1063
H: 0.5106 -1.0794 -2.4332
H: -1.4490 0.2767 1.1630
H: 0.3826 0.5420 2.9809

Output
- E_LUMO (alpha / beta) (eV) = -1.4 / -1.6
- 2S+1 = 1
- total charge = 0
- gap between HOMO and LUMO (alpha / beta) (eV) = 6.977 / 6.529

b:
An isolated molecule of C2H3NS3, computed with the ωB97M-V functional and the def2-TZVPD basis.

Geometry (Å):
S: 1.7339 -1.3293 2.3040
C: 0.6358 -1.0167 1.1209
S: 0.7536 -0.9877 -0.5783
C: -0.8746 -0.2204 -1.0644
N: -1.1244 1.0389 -0.9964
S: -0.1683 2.3621 -0.5620
H: -0.3689 -0.6576 1.4735
H: -1.7256 -1.0189 -1.2559
H: 1.1386 1.8297 -0.4416

Output
- E_LUMO (eV) = -0.5
- 2S+1 = 1
- total charge = 0
- SMILES = S=CS/C=N\S
- gap between HOMO and LUMO (eV) = 8.441

Short version: b is the most stable of them.

a:
A cluster of 4 separate species, C2H11NO3 in total, computed with the ωB97M-V functional and the def2-TZVPD basis.

Geometry (Å):
C: 1.0105 -1.1342 3.4512
C: 0.5639 -1.8298 2.4087
N: 0.7992 -1.4198 1.0785
H: 1.4561 -0.1504 3.3788
H: 0.7539 -1.5062 4.4234
H: 0.0167 -2.7510 2.5702
H: 1.7488 -1.0939 0.9291
H: 0.5092 -2.0641 0.3654
O: -0.5530 1.4489 1.3081
H: -1.3781 1.0025 1.0777
H: 0.0731 0.7076 1.3062
O: -1.9042 1.0109 -1.4953
H: -1.7170 1.5312 -2.2941
H: -1.2006 0.3539 -1.4894
O: 0.3036 1.3267 -5.1510
H: 0.2441 0.5448 -5.7033
H: 1.1927 1.3966 -4.7997

Output
- E_LUMO (eV) = 0.5
- 2S+1 = 1
- total charge = 0
- SMILES = C=CN.O.O.O
- gap between HOMO and LUMO (eV) = 9.294

b:
A structure of composition C2H11NO3, computed with the ωB97M-V functional and the def2-TZVPD basis.

Geometry (Å):
C: 1.1888 -0.0559 1.4404
C: 0.3866 0.8342 0.8885
N: -1.0487 -1.9891 0.8970
H: 2.2293 0.2778 1.6803
H: 0.8332 -1.1105 1.5968
H: -0.5623 0.5456 0.3294
H: -2.0479 -2.1542 0.6124
H: -0.6462 -2.6588 1.4852
H: -0.5789 -1.8655 -0.2961
H: 0.3997 1.9650 1.0185
O: -0.1232 -1.3830 -1.2864
H: 0.9167 0.7313 -1.6130
H: 0.0780 -1.8031 -2.1443
O: 1.3106 1.5950 -1.2526
H: -1.7040 2.8053 -1.3230
H: 0.4297 2.0083 -1.1844
O: -1.0613 2.2576 -0.8487

Output
- E_LUMO (eV) = -4.9
- 2S+1 = 1
- total charge = 0
- gap between HOMO and LUMO (eV) = 3.941

Short version: a is the most stable of them.

a:
A cluster of 4 separate species, C2H11NO3 in total, computed with the ωB97M-V functional and the def2-TZVPD basis.

Geometry (Å):
C: 2.2806 -1.9975 -2.0540
N: 2.9850 -1.4694 -3.0306
C: 4.0154 -0.4686 -2.6836
H: 1.3182 -2.5736 -2.1246
H: 2.6498 -1.8359 -1.0957
H: 3.5492 0.4454 -2.3474
H: 4.7399 -0.9201 -1.9855
H: 4.4439 -0.2085 -3.6477
O: -2.4632 -1.1489 2.5669
H: -2.9635 -1.7939 2.9509
H: -2.8262 -0.3082 2.8333
O: -1.1997 1.5554 1.6687
H: -0.5228 1.4173 2.2704
H: -0.6932 1.6492 0.8995
O: -4.0024 2.5400 1.8441
H: -3.8859 3.5037 1.3225
H: -3.1583 2.1346 1.9269

Output
- E_LUMO (eV) = 0.4
- 2S+1 = 1
- total charge = 0
- SMILES = C=NC.O.O.O
- gap between HOMO and LUMO (eV) = 9.905

b:
A cluster of 3 separate species, C2H11NO3 in total, computed with the ωB97M-V functional and the def2-TZVPD basis.

Geometry (Å):
N: -0.0934 2.5237 -0.9999
C: -0.7036 1.3178 -0.3866
C: -0.5403 0.0942 -1.2542
O: -1.3700 -0.9512 -0.7739
H: 0.6834 2.1918 -1.5688
H: 0.3660 3.0676 -0.2868
H: -0.3442 1.1852 0.6351
H: -1.7870 1.3842 -0.2646
H: -0.8775 0.2801 -2.2803
H: 0.4652 -0.2614 -1.4820
H: -0.9795 -1.3254 0.0217
O: -0.4086 -2.5899 1.5733
H: 0.2598 -2.6427 2.2698
H: -1.1480 -3.0884 1.9478
O: 2.0877 -0.3196 1.3451
H: 2.2806 -1.1615 0.9076
H: 2.1094 0.2955 0.5968

Output
- E_LUMO (eV) = 0.4
- 2S+1 = 1
- total charge = 0
- SMILES = NCCO.O.O
- gap between HOMO and LUMO (eV) = 9.860

Short version: b is the most stable of them.